Record 1
Here is 2 unconnected molecules or ions with the total composition C38H39N4 in a non-equilibrium geometry from OMol25. Energies are from the ωB97M-V functional and the def2-TZVPD basis.

Results
Charge = +1
Kohn-Sham gap = 5.4555 eV
HOMO energy = -10.08 eV
Lowest unoccupied orbital energy = -4.6 eV
Energy relative to the best compared isomer or geometry (same formula, charge and spin) = 11.31 kcal per mole
E_tot = -1690.1888 Eh

Element x y z (Å)
1 C -1.3097 1.3201 3.6044
2 H 2.3217 2.8389 4.6747
3 H -5.7862 -5.0179 2.8949
4 N 0.0656 8.6916 4.0731
5 H 0.4441 -0.6065 2.8318
6 H 4.5587 1.7248 4.3703
7 H -4.6518 -2.9709 2.0449
8 C -6.3850 -1.5880 4.6478
9 C -7.0293 -2.7371 5.1139
10 C 5.2902 -2.9017 2.7648
11 H 6.4492 -0.7148 5.1203
12 H 1.4280 4.7945 6.0383
13 H 4.8708 -0.7755 0.8513
14 H 4.6997 -2.9062 1.8433
15 N -5.0533 -0.4865 2.8817
16 H -0.6071 10.3556 3.0639
17 N 4.9950 -0.4692 2.9620
18 C -3.5869 0.8310 4.3204
19 H 1.3414 7.1120 7.2575
20 C -5.3220 -2.9148 2.9077
21 C -2.4126 1.5346 4.4803
22 H -2.2645 2.2099 5.3213
23 C 5.4946 -1.7004 3.4618
24 C 1.3330 -0.0604 3.1312
25 H 7.4867 -2.8243 5.9839
26 C -6.8178 -3.9717 4.4900
27 H 1.9955 9.5004 4.2199
28 H -0.0676 2.5801 4.8021
29 C 6.8613 -2.8523 5.0918
30 H -0.7548 0.4944 1.6464
31 H -0.9183 6.8896 1.1668
32 H 5.0665 0.9265 1.4120
33 H -2.4811 8.8164 2.8580
34 H 0.4011 9.2071 6.8357
35 C 2.4099 1.8698 4.1765
36 H 2.6605 7.3636 6.1284
37 H -7.3297 -4.8671 4.8522
38 H 7.0872 -4.9801 4.7854
39 H 2.6492 -1.6820 2.5640
40 H -2.3816 6.6104 2.0904
41 H 5.6539 -5.0244 2.7383
42 H -6.6302 -0.3894 1.4835
43 C 3.7287 0.0104 3.3670
44 C 2.5633 -0.6742 2.9877
45 C 6.2800 -1.6761 4.6310
46 C 6.6319 -4.0590 4.4170
47 C -2.7895 0.0484 2.1421
48 H -6.5516 -0.6188 5.1206
49 C -5.9598 -4.0582 3.3867
50 C -5.5471 -1.6633 3.5174
51 C -1.5480 0.6055 2.3874
52 H -0.9819 4.4609 2.6684
53 H -3.0041 -0.4527 1.1893
54 C 1.5732 7.5002 6.2529
55 H -7.7005 -2.6691 5.9701
56 C -3.7910 0.0783 3.1445
57 C 3.6352 1.2668 4.0092
58 H 6.4573 -0.2103 1.4736
59 C 0.8780 5.3074 5.2432
60 H -5.0449 -0.8417 0.7746
61 H -1.7703 9.0399 1.2590
62 C 1.2111 1.2312 3.7318
63 C 5.3689 -0.1154 1.5815
64 C 0.1065 7.3226 4.1739
65 C 5.8428 -4.0834 3.2599
66 C -0.4631 5.1213 3.3699
67 C -0.0475 1.7979 4.0330
68 C -1.3992 7.1037 2.1351
69 H 2.1164 9.5539 6.6188
70 H 0.4670 9.2853 2.1051
71 N 0.2390 4.5544 4.3486
72 C -1.5905 8.6196 2.2504
73 H -5.3391 0.8498 1.3118
74 C -0.3698 9.3089 2.8351
75 C 1.2719 9.0010 6.2027
76 C 1.0392 9.4999 4.7858
77 H -4.3906 0.8893 5.0567
78 C -5.5498 -0.2091 1.5225
79 C -0.5806 6.5102 3.2379
80 C 0.8438 6.7047 5.2135
81 H 0.6467 10.5257 4.8115

---

Record 2
Here is a molecular structure, C38H39NOP2RuSi in a non-equilibrium geometry from OMol25. Energies are from the ωB97M-V functional and the def2-TZVPD basis.

Results
Charge = +2
Kohn-Sham gap (alpha / beta) = 5.7468 / 4.9066 eV
HOMO energy (alpha / beta) = -12.16 / -13.24 eV
Lowest unoccupied orbital energy (alpha / beta) = -6.4 / -8.3 eV
Energy relative to the best compared isomer or geometry (same formula, charge and spin) = 50.56 kcal per mole
Spin multiplicity = 5
E_tot = -2667.7755 Eh

Element x y z (Å)
1 H -0.8538 4.1806 4.7028
2 C -0.5677 0.6963 2.9728
3 H 2.4361 -3.4018 -2.2202
4 H -4.9332 -2.6953 1.3466
5 C -1.0229 -3.3234 -1.5073
6 H 1.4318 1.2914 2.4329
7 H -1.9214 5.6679 -2.0549
8 H -2.8749 5.1312 -0.6333
9 H 4.2129 -1.7686 -2.6628
10 C -1.4886 -3.4681 2.9685
11 C -2.8677 0.7724 -4.3267
12 C 2.2129 -1.9845 5.3471
13 H 2.2877 -1.7285 6.4087
14 H -1.4164 -2.4684 -2.0715
15 H 4.9642 0.6067 -2.9312
16 C 3.0446 -3.1964 3.4230
17 H -1.1509 4.0400 0.8595
18 C -3.7606 -4.1456 2.4460
19 H 2.1136 -4.4688 0.2803
20 C 1.0502 -4.4630 0.0054
21 H -4.3315 0.3071 -2.7687
22 H -3.5688 0.5784 -5.1601
23 H -4.5796 -4.8652 2.5281
24 C -1.6769 -2.2735 2.2525
25 C -3.2766 0.5710 -2.9928
26 H -3.0143 -1.1070 1.0360
27 C 0.5313 2.1242 -3.2588
28 H 1.2805 3.4753 3.6120
29 C 2.1525 -1.2270 -2.4190
30 C -2.4484 1.8693 -0.8877
31 H -0.5441 -3.6414 3.5001
32 C -1.5834 1.3219 -4.5979
33 C -2.5132 -4.4157 3.0207
34 H 0.4830 -0.6916 5.0079
35 C 0.5137 1.5803 2.9615
36 C 3.1322 -2.8978 4.7919
37 C -1.7468 1.0438 3.6374
38 Ru 0.4101 -0.8657 0.0105
39 C -3.9597 -2.9309 1.7773
40 C -2.9064 -2.0145 1.6404
41 C 0.4149 2.8147 3.5991
42 H -3.5067 2.1397 -0.6942
43 Si -0.2954 -0.9989 2.1762
44 C 2.9757 1.4396 -2.9361
45 C -2.3218 0.8060 -1.9478
46 C -0.4807 3.6833 0.0617
47 H 3.7427 -3.9002 2.9599
48 H -2.5738 0.3322 3.6966
49 H -0.8743 -4.1990 -2.1553
50 H 3.9007 -3.3654 5.4232
51 C -0.9781 0.5367 -2.3939
52 H 3.2962 2.4530 -3.1875
53 H 0.8350 -5.3019 -0.6645
54 H -3.3581 4.6429 -2.3279
55 P -1.4427 3.4056 -1.4321
56 C 1.1946 -1.4081 4.5725
57 H 0.9738 -2.9455 -3.1139
58 H -2.7846 2.5993 4.7175
59 H -1.2641 1.6634 -5.5905
60 C 1.2728 -0.1006 -2.2879
61 C 3.8997 0.3929 -2.8055
62 H 0.4421 -4.5872 0.9108
63 C 2.0565 -2.5950 2.6339
64 C 1.6327 -2.6589 -2.2693
65 H 0.9654 2.7982 -4.0152
66 H -0.0805 2.7091 0.3526
67 C -1.8601 2.3083 4.2237
68 H -0.3322 3.3452 -2.6534
69 C 1.6051 1.2061 -2.7635
70 H 2.0038 -2.8071 1.5552
71 H -1.7073 -3.5564 -0.6782
72 C -2.5213 4.8404 -1.6370
73 C -0.7787 3.1979 4.2211
74 H -2.0054 1.5091 0.0605
75 C 2.0847 -0.3475 0.5518
76 H 0.3450 4.4052 -0.0987
77 P 0.5748 -2.8716 -0.7586
78 H -2.3433 -5.3544 3.5503
79 C 3.4990 -0.9420 -2.6429
80 O 3.1850 -0.0909 0.8609
81 C -0.6344 1.2990 -3.5656
82 C 1.1210 -1.7257 3.2082
83 N -0.0166 -0.1908 -1.7445

---

Record 3
Here is a molecular structure, C38H40EuN3O2P2S4 in a non-equilibrium geometry from OMol25. Energies are from the ωB97M-V functional and the def2-TZVPD basis.

Results
Charge = 0
Kohn-Sham gap (alpha / beta) = 6.6887 / 6.7696 eV
HOMO energy (alpha / beta) = -7.12 / -7.18 eV
Lowest unoccupied orbital energy (alpha / beta) = -0.4 / -0.4 eV
Spin multiplicity = 7
E_tot = -4772.6684 Eh

Element x y z (Å)
1 H -6.4374 -4.3536 -0.3930
2 C -0.9218 -1.9188 3.1013
3 C 3.0478 -3.8945 0.0624
4 C -0.8022 -3.7786 -1.9980
5 C 5.1434 4.4854 1.3759
6 H 2.1064 -4.5561 -3.5755
7 H 3.7801 -4.5561 -0.3677
8 H 0.8522 2.3331 -3.8132
9 C -5.5723 -3.7357 -0.4790
10 C -2.8814 -2.7262 4.2533
11 H -2.4553 -3.5054 0.7908
12 S 2.3517 4.0390 1.0782
13 H -2.2830 4.1783 1.9672
14 H -1.8715 4.6015 -2.6936
15 H 1.6925 4.0779 -2.3376
16 H -2.9285 -1.5493 2.4354
17 C 2.9134 2.2600 -0.5856
18 C -0.5592 -2.4399 -1.7609
19 H -1.7691 2.5227 2.3646
20 C 1.7988 -4.3820 0.4351
21 C 0.1679 -4.5556 -2.6493
22 C 1.6233 -2.6537 -2.7566
23 C 0.8622 -3.5239 0.9905
24 C 0.6709 4.4194 -2.2880
25 C 3.3443 -2.5407 0.2182
26 C -4.4624 -4.0486 0.2990
27 P -1.7121 -1.3113 -0.9812
28 H 7.5896 2.7920 -0.2998
29 H -3.1432 1.3600 0.8056
30 C 4.2370 2.8234 -0.1560
31 C -1.6269 3.7418 -2.0495
32 S 0.7598 0.6975 2.3621
33 H -0.5462 3.6934 1.8054
34 C -3.3219 -3.2879 0.1679
35 H 1.5942 -5.4338 0.3293
36 H 0.9089 -0.8457 -1.8889
37 H 4.3048 -2.1627 -0.1150
38 C 1.1887 -2.1858 1.2362
39 H -4.4782 -4.8962 0.9655
40 C -4.3678 -1.9393 -1.5401
41 C 1.3618 -3.9866 -3.0526
42 C 4.0743 3.8231 0.8081
43 H -3.4555 2.1029 -0.7726
44 H -2.7578 4.7046 -0.4788
45 H 5.5998 1.6280 -1.2697
46 H -3.9551 -2.8540 4.3585
47 C -5.5354 -2.6947 -1.3983
48 H 2.6255 -0.6367 0.9252
49 H 0.9719 -2.4317 3.9631
50 C -1.8257 4.1186 -0.5831
51 C 5.4994 2.4135 -0.5280
52 C -3.1686 2.3055 0.2514
53 H -0.8529 1.8915 -3.8184
54 C -3.2662 -2.2218 -0.7409
55 H -0.3336 3.4926 -4.4138
56 H 0.4895 5.0464 -3.1550
57 H -2.4907 -3.8380 6.0291
58 O 1.9762 3.7024 2.4133
59 H -2.2996 2.9203 -2.3163
60 C -2.3168 -2.0201 3.1967
61 H -3.9304 2.9504 0.7144
62 H -4.2956 -1.1594 -2.2968
63 H -1.7525 -4.2344 -1.7121
64 N -0.2542 3.2771 -2.3124
65 H -0.1033 -3.9286 1.2938
66 C -1.5917 3.3704 1.6934
67 H 2.5643 -2.2213 -3.0306
68 S 2.7311 1.0181 -1.6943
69 C -0.1644 2.7128 -3.6658
70 C -0.1046 -2.5122 4.0591
71 N 1.8920 2.8470 0.0090
72 H 4.9885 5.2684 2.1103
73 S -1.8744 0.2338 -2.2828
74 N -1.8394 2.9490 0.3027
75 H -0.0166 -5.5953 -2.8397
76 C 0.6879 -1.8994 -2.0965
77 C 6.5957 3.0800 0.0154
78 H 7.2818 4.5910 1.3888
79 O 1.8936 5.2943 0.5642
80 C -0.6597 -3.1987 5.1231
81 C -2.0501 -3.2948 5.2040
82 H 0.5632 5.0193 -1.3881
83 C 6.4094 4.1145 0.9544
84 P -0.0971 -1.0352 1.7813
85 H -1.0291 4.7855 -0.2706
86 C 2.4061 -1.6883 0.7840
87 H -6.4033 -2.4845 -2.0173
88 H -0.0087 -3.6501 5.8537
89 C -0.9948 -0.6389 0.4044
90 Eu 0.0183 1.3199 -0.3827